This record from the OMol25 dataset describes a 17-piece molecular cluster, C89H214N14O17 overall. The level of theory is wB97M-V/def2-TZVPD.

Each line ends with the Löwdin charge.
Atoms and positions in Å:
1 H -16.846962 -5.546887 3.776930  0.075
2 H -19.443204 -1.713959 6.581838  0.080
3 H -7.758103 -1.696348 5.933904  0.100
4 H -7.355908 -8.513708 18.264913  0.074
5 C -15.539319 -8.104696 6.484912  -0.178
6 H -7.281124 -6.717350 6.250248  0.075
7 H -8.824003 -8.273893 6.211324  0.047
8 H -20.323368 -5.078824 8.176364  0.085
9 H -12.678898 -9.667313 12.532699  0.120
10 H -19.462528 1.846534 13.745885  0.092
11 H -16.157594 -3.463790 12.754560  0.098
12 H -15.600433 -2.098340 4.538863  0.107
13 H -16.468038 -4.809287 17.820611  0.071
14 H -15.536431 -7.308916 2.939784  0.094
15 H -6.472028 -2.317278 7.827835  0.113
16 H -13.379203 -5.008751 8.393787  0.049
17 H -12.202046 -8.183252 7.821357  0.059
18 C -13.724274 -4.074076 8.835833  0.005
19 C -8.231009 -3.741912 9.782724  -0.053
20 C -11.492774 -11.595290 9.262704  -0.126
21 H -17.427976 1.391969 15.003312  0.049
22 H -13.891154 -9.375007 14.787940  0.136
23 H -11.359382 4.222067 6.449325  0.080
24 O -24.688751 -7.039254 12.723387  -0.024
25 H -18.206353 -4.707451 17.807133  0.068
26 H -15.655394 -2.718244 6.200036  0.108
27 H -10.736799 0.094301 14.284415  0.071
28 C -19.918950 -0.068924 16.669395  -0.023
29 C -21.506706 1.779826 13.227830  -0.411
30 H -16.715520 -4.265351 15.398740  0.104
31 C -16.264798 -3.216416 11.698426  -0.128
32 C -12.606965 2.475103 6.633362  -0.441
33 C -18.622750 -3.406700 14.911660  -0.142
34 C -15.067859 -2.344511 11.382404  -0.200
35 N -8.599801 -5.034258 7.702072  -0.112
36 H -12.276450 -7.803821 15.532330  0.071
37 C -15.948548 2.729963 13.331853  -0.208
38 C -7.596938 -2.746313 6.178249  -0.207
39 H -17.850718 -6.288555 10.831145  0.081
40 H -18.591257 4.690519 14.503432  0.074
41 H -15.188954 0.623023 7.606320  0.069
42 H -19.193847 -4.204576 15.386347  0.105
43 H -26.958906 -3.756237 15.176565  0.125
44 H -16.590046 0.044746 14.279628  0.075
45 C -24.832785 -6.560372 8.439692  -0.082
46 N -17.976705 -2.719105 4.216538  0.008
47 H -6.999985 -8.497669 13.487239  0.088
48 H -16.424741 -3.471240 8.912981  0.046
49 C -17.299789 -4.108904 17.896489  -0.037
50 C -19.226363 4.098376 15.162313  -0.134
51 H -15.356262 -1.422253 16.505215  0.061
52 H -8.387057 -6.201445 12.241811  0.075
53 H -5.933829 -5.477761 7.783854  0.064
54 H -18.101630 -8.986161 6.789532  0.087
55 H -9.087814 -4.987536 14.887935  0.098
56 H -22.715346 -4.237150 11.849302  0.080
57 H -6.401263 -5.996925 16.208958  0.095
58 H -11.631153 -1.890039 6.522859  0.051
59 H -18.675123 -3.384264 13.823140  0.090
60 C -11.993519 2.009026 8.025647  -0.116
61 H -19.910909 3.125654 12.552705  0.125
62 H -8.598856 -1.557041 12.145521  0.058
63 H -9.290714 -3.493639 9.723856  0.076
64 H -25.005643 -2.548307 15.421032  0.108
65 H -7.994294 -1.231327 15.535582  0.112
66 N -12.878135 1.185078 5.965265  -0.169
67 H -12.309758 -3.080761 15.395119  0.066
68 H -9.771706 -2.429712 14.230816  0.107
69 H -24.636397 -7.462420 13.583496  0.059
70 C -23.726100 -3.721453 14.108253  -0.090
71 N -11.362048 -9.554991 5.324994  0.054
72 H -6.119229 -5.531413 9.467701  0.081
73 H -12.713799 -6.320547 10.300310  0.051
74 H -19.186549 -7.017514 14.131720  0.067
75 H -15.807263 -5.075103 2.335791  0.081
76 C -11.796200 0.198066 5.727073  -0.389
77 C -26.104883 -5.476769 13.877221  -0.428
78 H -14.426366 2.649240 7.950069  0.046
79 H -18.037335 -1.723693 7.460057  0.052
80 H -9.817808 -7.416324 18.577358  0.074
81 H -15.785676 -7.249324 7.113994  0.118
82 H -14.940624 -2.886575 17.438118  0.072
83 O -15.448604 1.791124 14.273471  -0.172
84 H -8.249557 2.386151 16.055685  0.083
85 H -7.658728 -4.711942 14.091505  0.114
86 H -14.323239 1.334648 11.528579  0.073
87 H -24.698900 -4.091007 16.003441  0.102
88 H -7.757621 -6.041757 18.161408  0.112
89 C -26.216930 -3.990339 14.413180  -0.153
90 C -6.244218 -4.854546 8.622519  -0.027
91 H -16.252757 4.331552 10.748014  0.086
92 H -18.920206 -2.684165 3.857824  0.073
93 H -18.074427 -3.504178 9.526376  0.091
94 H -21.439130 -2.724813 16.697290  0.065
95 H -17.463607 -0.555704 18.659611  0.078
96 C -12.380293 -4.151685 15.204730  -0.099
97 H -23.278415 -7.984210 9.547336  0.057
98 H -26.329756 -3.355958 13.534009  0.114
99 H -14.603251 -3.889951 8.218103  0.040
100 O -17.615003 -7.356938 15.483095  -0.144
101 O -15.695118 -0.569169 5.937348  -0.238
102 H -9.392115 -10.830005 7.971347  0.119
103 H -14.562502 2.565458 10.381074  0.041
104 C -17.146917 -4.073367 9.464344  -0.053
105 N -13.344048 -7.209851 5.810459  0.048
106 H -14.686486 -7.108718 15.300343  0.059
107 H -6.218722 -7.747179 14.752509  0.052
108 H -6.386515 -8.243113 16.828834  0.059
109 C -17.597214 -5.389715 11.393213  -0.043
110 H -11.657067 -4.856121 10.562919  0.070
111 H -10.907617 3.027739 5.234886  0.071
112 O -18.143576 -1.232978 18.682887  -0.039
113 C -23.003889 -6.230374 14.795688  -0.009
114 H -14.019261 3.588839 12.828703  0.137
115 H -25.819551 -7.013384 8.343846  0.079
116 H -15.680424 -1.556025 18.201444  0.068
117 N -22.384178 2.698685 12.530304  0.019
118 H -24.725276 -8.614331 9.111180  0.064
119 C -7.287610 -5.362517 16.204620  -0.129
120 H -19.907168 -6.729554 8.798580  0.093
121 C -8.607111 -5.050455 6.162090  -0.459
122 C -22.449205 -5.066907 12.504109  -0.039
123 H -19.631212 0.391490 17.614558  0.076
124 N -23.785366 -8.425431 8.793401  -0.017
125 H -9.295761 -5.560574 17.274810  0.107
126 H -22.817330 -7.269757 14.525537  0.081
127 H -15.924929 -7.703885 5.547497  0.103
128 H -18.454943 -4.796424 11.710078  0.073
129 H -13.744105 -6.477411 6.379296  0.068
130 C -20.569460 -5.868310 8.886467  -0.125
131 C -17.096116 -2.817085 17.005196  -0.381
132 H -13.779212 4.171853 7.288948  0.081
133 C -8.991462 -6.611625 13.050852  -0.044
134 H -19.580138 4.836970 15.881631  0.089
135 O -16.097955 -9.355934 6.815457  -0.162
136 H -11.162448 1.013349 3.833385  0.078
137 H -10.422234 -9.404615 8.268110  0.105
138 C -10.628904 1.219320 7.962744  -0.160
139 H -6.176356 -6.877131 13.346833  0.083
140 H -9.281463 -7.618940 12.751947  0.085
141 H -13.451761 -9.094040 8.499855  0.065
142 H -22.603959 3.456183 13.161169  0.066
143 H -7.599025 -9.474788 16.885615  0.077
144 C -8.591527 -0.921338 13.030908  -0.036
145 H -10.514473 -0.590767 4.096202  0.077
146 H -8.142023 -4.463135 10.595138  0.055
147 C -10.220714 -10.233519 7.589577  -0.117
148 C -26.413457 -6.536086 15.045339  -0.007
149 C -9.001465 -0.814557 15.539435  -0.173
150 H -12.035320 -4.689856 16.087599  0.071
151 H -23.847820 -3.032718 13.272224  0.101
152 H -13.916595 -7.183050 4.978856  0.046
153 C -11.748525 3.451351 5.783984  -0.010
154 C -13.983270 -8.323974 6.385886  -0.402
155 H -27.275752 -4.645720 12.204307  0.079
156 H -12.618457 1.213183 8.430842  0.095
157 H -16.371910 3.661077 13.708515  0.104
158 H -27.052772 -6.434329 12.168458  0.073
159 H -15.249772 -1.990964 10.367509  0.101
160 O -9.012203 0.616973 15.461501  -0.192
161 H -15.485366 -1.082541 7.863292  0.073
162 H -7.570638 -0.905196 13.412504  0.078
163 C -14.726972 -10.685467 11.490796  -0.088
164 H -15.776083 -10.981129 11.484387  0.086
165 O -9.444220 -8.690757 15.009111  -0.027
166 H -16.578888 -2.623528 14.919697  0.089
167 O -21.894043 -6.240186 8.861222  -0.176
168 H -17.588775 -10.277421 7.826556  0.086
169 H -15.695782 5.246303 12.061641  0.076
170 C -10.492119 0.539407 6.599214  -0.126
171 H -17.853694 -0.913345 4.958287  0.129
172 H -20.846925 0.475996 11.493499  0.073
173 H -9.601164 -1.356562 16.270654  0.121
174 H -11.553151 -8.574472 5.473850  0.027
175 H -22.250781 0.014502 12.251792  0.072
176 H -15.078562 -6.913673 10.891760  0.088
177 H -13.050025 -3.219616 8.777569  0.072
178 C -13.866641 -3.202137 11.342858  -0.165
179 C -10.019729 -5.517506 5.770158  -0.044
180 H -23.637899 -6.059819 15.665778  0.059
181 C -23.493010 -5.278478 13.626858  -0.427
182 C -8.173521 -6.760437 14.303172  -0.495
183 H -17.329873 -8.020348 16.115708  0.076
184 H -21.003607 -0.100418 16.566268  0.081
185 N -8.917922 -7.476195 15.378344  -0.124
186 H -11.907561 -7.208464 14.168454  0.066
187 C -20.209728 2.582639 13.449328  -0.171
188 C -8.966850 -9.172032 5.610453  -0.077
189 N -10.822002 -0.864204 13.977632  0.029
190 O -14.792438 -9.415505 12.138347  -0.182
191 C -8.583955 -7.480956 16.786085  -0.487
192 H -15.658317 -7.571705 13.870062  0.050
193 C -7.585594 -4.164358 8.424513  -0.427
194 H -13.157904 -1.181833 6.944879  0.051
195 C -8.064713 -5.362864 14.865832  -0.149
196 C -8.172492 1.348750 16.381208  -0.079
197 H -8.247522 -2.067373 8.023443  0.099
198 C -12.594926 -5.358762 10.799270  -0.005
199 N -12.223140 -8.082958 14.563135  0.055
200 H -12.089809 -9.974144 5.886040  0.033
201 O -13.707182 1.229115 4.899690  -0.012
202 H -9.917843 -6.037383 13.038139  0.064
203 C -14.908573 3.252250 12.295857  -0.418
204 H -17.341648 -5.774631 12.380449  0.071
205 C -18.617236 -7.835884 14.572460  -0.141
206 C -17.312512 -9.281189 7.481165  -0.127
207 H -17.260071 -3.789207 18.937799  0.070
208 C -16.444588 0.935470 14.890812  -0.076
209 H -11.011794 -0.895108 12.986106  0.074
210 H -12.576466 -11.485008 9.301964  0.065
211 C -12.435652 -1.266478 6.132919  -0.003
212 O -15.314036 -6.353187 10.148786  -0.035
213 H -10.050137 -0.418921 6.871913  0.080
214 H -22.013598 -5.852101 15.049300  0.068
215 H -8.039486 -9.719432 5.779126  0.075
216 N -18.097493 -1.646544 17.286180  -0.079
217 H -10.804649 -5.082092 6.388575  0.080
218 H -17.327408 -4.885935 8.760608  0.086
219 H -20.618650 -0.167511 13.134656  0.052
220 H -17.189804 -2.642487 11.642893  0.113
221 H -7.105468 1.195944 16.219267  0.083
222 H -14.555000 -10.562125 10.421537  0.067
223 C -9.796456 -7.965161 17.635854  -0.038
224 H -13.608850 -7.435172 8.396736  0.042
225 H -8.483916 -3.630149 4.488445  0.129
226 H -13.437190 -4.344274 15.020424  0.058
227 H -14.359624 -6.471752 13.799136  0.051
228 H -22.787316 -3.271189 14.430821  0.085
229 C -13.918160 -4.468024 10.399612  -0.356
230 C -7.463646 -2.749962 7.695240  -0.123
231 H -18.231675 -8.428363 13.742754  0.070
232 C -18.483979 -2.231123 6.605001  -0.051
233 C -13.974322 3.120539 7.077364  -0.031
234 H -10.156143 -6.597682 5.822236  0.049
235 H -8.968817 0.055966 12.729856  0.083
236 C -8.676370 -3.645738 5.561210  -0.146
237 H -21.990183 1.627313 14.192751  0.138
238 C -15.414145 4.395393 11.441379  -0.082
239 H -6.535478 -5.165584 5.514125  0.077
240 H -18.547705 -3.315189 6.699000  0.075
241 H -25.612508 -6.542652 15.784630  0.054
242 H -19.999426 -3.335025 17.684059  0.065
243 H -21.989777 3.273843 11.799733  0.067
244 H -21.519298 -4.726589 12.959687  0.066
245 H -14.521258 4.609985 10.854176  0.077
246 H -9.921204 -9.025480 17.855511  0.087
247 H -14.070312 -11.449186 11.907489  0.095
248 C -7.397344 -5.820580 5.641634  -0.025
249 H -18.574544 3.395238 15.680792  0.075
250 H -12.983406 -1.780112 5.342825  0.064
251 H -10.666772 0.478098 8.761012  0.095
252 H -10.671454 -7.430451 17.266307  0.064
253 H -16.701302 2.225084 12.726406  0.117
254 C -13.287104 -8.282428 7.791149  -0.046
255 C -16.528944 -4.481267 10.769552  -0.445
256 H -9.008265 -9.139628 4.521725  0.088
257 N -15.172162 -5.180566 10.860662  -0.088
258 H -10.355452 -8.535635 14.749902  0.031
259 C -21.271896 0.427089 12.496046  -0.039
260 O -20.331874 3.611990 14.474900  -0.192
261 C -13.539808 -8.589052 14.119416  -0.315
262 H -17.395914 -2.663314 3.392121  0.063
263 H -19.263631 -8.527354 15.112965  0.075
264 C -27.210603 -5.558040 12.797199  -0.044
265 H -6.581403 -2.929458 5.827185  0.100
266 C -13.542360 -9.007770 12.619502  -0.220
267 N -14.776219 2.208295 11.301320  0.031
268 H -22.204774 -6.123572 6.858566  0.121
269 H -7.682305 -2.911491 10.227056  0.071
270 H -24.863018 -6.473700 9.525825  0.070
271 H -11.091653 -10.834827 9.932709  0.089
272 H -9.809919 -5.914872 8.800491  0.082
273 H -14.789351 3.013630 6.361542  0.078
274 N -24.807967 -5.722027 13.136137  -0.129
275 H -9.967518 -10.972053 5.467504  0.128
276 H -24.541671 -5.639573 7.934253  0.072
277 H -12.126964 -0.499480 3.626559  0.074
278 C -15.697601 -2.120697 17.269263  -0.026
279 H -5.462569 -4.094872 8.625474  0.077
280 H -9.731009 1.801055 8.171275  0.101
281 C -9.524595 -1.370643 14.157248  -0.459
282 C -6.867743 -7.502450 13.911691  -0.013
283 H -20.395573 -2.211667 14.913917  0.093
284 C -19.354215 -2.034261 15.182597  -0.139
285 C -15.813863 -0.213422 7.293360  -0.103
286 H -15.040248 -1.532452 12.108978  0.116
287 H -21.577505 -7.638654 7.328015  0.124
288 H -8.429418 1.308193 17.439718  0.086
289 C -17.650106 -1.899611 5.375333  -0.393
290 H -14.375783 0.566663 5.088691  0.069
291 C -22.251319 -6.852185 7.667917  -0.198
292 C -24.973714 -3.582810 15.079147  -0.208
293 H -17.271871 -8.704612 8.405284  0.083
294 H -16.102159 0.630904 15.879795  0.074
295 C -20.592981 -2.487204 17.342003  -0.008
296 H -11.353323 -12.662611 9.434364  0.087
297 H -19.531699 0.614379 15.913599  0.052
298 C -19.489321 -1.566295 16.658609  -0.455
299 C -14.650499 -7.417816 14.255702  -0.049
300 C -8.302892 -6.006809 17.218239  -0.116
301 O -11.659183 -4.492796 13.963466  -0.165
302 H -24.112439 -7.914006 6.930971  0.132
303 C -17.213191 -3.300134 15.492391  -0.138
304 C -16.035438 -1.949536 5.527162  -0.086
305 C -10.149138 -10.044983 6.011258  -0.384
306 H -7.574394 -6.159714 4.620973  0.086
307 H -13.772976 -9.269646 5.886315  0.126
308 H -9.694756 0.922596 5.962439  0.106
309 C -7.399368 -8.443898 17.178018  -0.034
310 H -18.858167 -1.204449 14.679161  0.097
311 H -10.248984 -5.218784 4.747275  0.087
312 H -12.640076 -5.517420 11.876718  0.047
313 H -26.354827 -7.489160 14.519678  0.075
314 H -13.327133 -8.158538 11.970976  0.107
315 O -9.038008 -6.229443 8.324259  -0.010
316 H -11.264979 -3.708372 13.575020  0.042
317 O -15.164915 -6.619232 3.494682  -0.151
318 H -16.808537 0.036483 7.662531  0.084
319 C -11.398588 0.030214 4.240550  -0.046
320 H -6.849648 -4.411170 16.506665  0.097
321 H -12.077105 2.780955 8.790662  0.104
322 H -20.342695 -5.374950 9.831599  0.075
323 H -21.042085 -1.958955 18.183048  0.076
324 H -9.571118 -3.084966 5.831501  0.103
325 C -15.844426 -5.393238 3.377676  -0.149
326 H -15.317751 -4.661649 3.990435  0.070
327 H -12.976013 -2.592325 11.191105  0.115
328 H -27.301997 -6.158381 15.551249  0.085
329 H -13.875786 -3.554114 12.374432  0.104
330 H -22.188937 -5.896163 11.846311  0.072
331 H -28.177209 -5.787534 13.245651  0.079
332 O -11.293787 -11.146960 7.968549  -0.251
333 C -23.693654 -7.394397 7.792795  -0.383
334 H -12.396677 3.934050 5.052547  0.081

Atoms 1-3, force components in eV/Å:
H -0.24 0.62 -0.29
H -0.37 -0.55 -0.47
H -0.19 0.09 -0.38

Calculated values
total charge: 0
DFT total energy: -5564.11806 hartree
gap between HOMO and LUMO: 7.846 eV